Entry 1:
Entry from the OMol25 dataset: a molecular structure, C8H13Cl2LaMnN3O3 (the ωB97M-V functional and the def2-TZVPD basis).

- ⟨S²⟩: 6.0532
- 2S+1: 5
- E_HOMO (alpha / beta): -24.06 / -23.44 eV
- E_LUMO (alpha / beta): -14.92 / -17.29 eV
- Total charge: +4
- HOMO-LUMO gap (alpha / beta): 9.142 / 6.151 eV
- DFT total energy: -76299.2798 eV

```
31
C8H13Cl2LaMnN3O3 the ωB97M-V functional and the def2-TZVPD basis
H -3.06 1.20 3.05
H 2.43 0.12 3.44
C 0.73 -1.93 -6.77
H 1.95 -1.44 2.74
C 1.80 -0.18 0.50
O 0.83 -2.23 -7.90
H -2.43 1.95 1.54
H -1.53 2.12 4.20
Cl -1.46 0.29 -3.96
H -2.80 0.19 1.64
H 0.25 1.79 3.96
H 1.80 0.70 -0.20
O -0.93 -3.21 -0.36
N -0.61 0.53 0.25
N -1.06 0.80 2.58
C 1.56 -0.44 3.02
H -0.82 0.56 4.71
C -0.75 1.36 3.93
H 0.81 -0.51 3.83
C -2.43 1.06 2.18
N 1.09 0.20 1.77
C -0.47 -2.28 -0.87
H -1.61 0.62 0.10
La 0.27 -0.09 -1.91
O -0.13 0.72 -7.96
H 1.36 -1.13 0.04
Cl 2.38 -0.63 -3.68
C -0.13 0.42 -6.84
C -0.20 0.55 1.56
Mn 0.31 -0.67 -5.29
H 2.85 -0.42 0.71
```

Entry 2:
Entry from the OMol25 dataset: 4 unconnected molecules or ions with the total composition C8H13Cl2N3 (the ωB97M-V functional and the def2-TZVPD basis).

- ΔE to the lowest compared entry with this formula, charge and spin: 0.0000 eV
- E_HOMO: -11.09 eV
- E_LUMO: 0.30 eV
- Total charge: 0
- HOMO-LUMO gap: 11.394 eV
- DFT total energy: -38021.1412 eV
- SMILES: ClCCCl.CC#N.CC#N.CC#N

```
26
C8H13Cl2N3 the ωB97M-V functional and the def2-TZVPD basis
H -0.37 -1.30 -1.55
C 1.45 4.10 -0.03
C -0.09 -1.22 -0.50
Cl 3.96 -1.68 -2.06
H 1.03 4.81 -0.73
C 3.07 -0.22 -2.56
C -1.29 -1.38 0.34
H 2.67 1.76 -2.08
H 0.53 -2.09 -0.28
N -2.20 -1.54 1.01
N -4.19 -3.69 4.67
H -5.17 -1.61 2.47
H 0.35 -0.27 -0.26
H 3.37 -0.04 -3.59
N -0.35 2.32 0.58
H 2.34 3.65 -0.45
H -5.99 -3.14 2.16
C 3.35 0.99 -1.71
H 2.00 -0.43 -2.57
C -5.03 -2.68 2.43
Cl 2.89 0.73 -0.01
H -4.31 -2.88 1.63
C -4.56 -3.23 3.68
H 4.39 1.29 -1.78
C 0.45 3.10 0.31
H 1.71 4.64 0.88
```

Entry 3:
Entry from the OMol25 dataset: a molecular structure, C8H13ClO4Ti (the ωB97M-V functional and the def2-TZVPD basis).

- ⟨S²⟩: 2.0099
- ΔE to the lowest compared entry with this formula, charge and spin: 0.0000 eV
- 2S+1: 3
- E_HOMO (alpha / beta): -7.70 / -9.79 eV
- E_LUMO (alpha / beta): -0.33 / -3.78 eV
- Total charge: 0
- HOMO-LUMO gap (alpha / beta): 7.377 / 6.009 eV
- DFT total energy: -52323.9886 eV

```
27
C8H13ClO4Ti the ωB97M-V functional and the def2-TZVPD basis
H 0.49 -0.66 -5.62
O 1.53 -0.42 3.19
H 0.33 -2.68 -3.33
C 1.75 -0.16 -3.93
H 2.14 1.70 -3.01
C 0.92 -1.14 -4.73
C -1.41 0.22 -3.22
H -0.93 0.50 -5.32
H 2.71 -0.57 -3.61
C -0.95 -1.05 -2.95
H 1.63 -1.89 -5.10
O 0.11 -0.36 1.14
H 0.07 2.66 -3.34
H -2.23 0.65 -2.62
C 1.45 1.12 -3.64
H -1.44 -1.61 -2.13
O -0.81 0.02 3.35
H -1.84 1.79 -4.53
H 0.48 2.47 -5.05
C -1.02 1.08 -4.39
H -0.81 -2.41 -4.64
O 0.19 1.79 -1.05
C 0.25 1.91 -4.13
C -0.15 -1.89 -3.93
H -1.52 0.02 -0.87
Ti 0.11 0.15 -0.84
Cl 0.40 0.31 2.62
```

Entry 4:
Entry from the OMol25 dataset: C8H13ClOS in the gas phase (the ωB97M-V functional and the def2-TZVPD basis).

- ΔE to the lowest compared entry with this formula, charge and spin: 0.0000 eV
- E_HOMO: -8.92 eV
- E_LUMO: 0.67 eV
- Total charge: 0
- HOMO-LUMO gap: 9.593 eV
- DFT total energy: -33908.8664 eV

```
24
C8H13ClOS the ωB97M-V functional and the def2-TZVPD basis
Cl -2.26 0.29 2.01
H 2.35 3.14 -2.06
H 1.23 4.40 -2.36
H 0.13 -3.89 -1.11
O 1.98 -1.30 -0.97
H -1.33 1.08 -0.66
H -0.85 -1.38 3.60
C -0.18 -2.91 -0.87
C -0.97 -0.77 1.53
H -0.98 -3.14 -0.09
C 0.52 1.80 -0.12
C -0.28 -0.54 0.38
H 0.17 2.07 0.86
C -0.73 -1.84 2.58
C 1.34 3.51 -1.79
H -1.57 -2.47 2.37
H -0.05 0.21 -1.55
H -0.60 -2.54 -1.77
C -0.43 0.61 -0.61
H -0.67 3.48 -0.96
S 1.06 -1.82 0.01
C 0.39 2.99 -1.00
H 1.55 1.29 -0.06
H 0.17 -2.30 2.66
```

Entry 5:
Entry from the OMol25 dataset: C8H13F in the gas phase (the ωB97M-V functional and the def2-TZVPD basis).

- ΔE to the lowest compared entry with this formula, charge and spin: 2.9048 eV
- E_HOMO: -7.91 eV
- E_LUMO: -0.09 eV
- Total charge: 0
- HOMO-LUMO gap: 7.824 eV
- DFT total energy: -11218.7697 eV

```
22
C8H13F the ωB97M-V functional and the def2-TZVPD basis
C -0.27 -0.40 1.00
H -3.37 -1.87 0.14
H 4.39 -0.38 -0.17
H -2.83 -0.73 1.49
F 2.56 -1.77 -0.04
C 1.04 1.54 0.51
C 2.22 -0.46 -0.15
H -1.12 -2.16 0.71
H 3.54 0.39 -1.57
H 1.49 1.97 -0.40
C 3.49 0.36 -0.52
C -1.18 -1.25 0.12
H -2.58 1.15 -0.25
H -4.06 0.32 -0.62
H -0.03 1.91 0.54
H 3.40 1.37 -0.04
H -1.08 -1.32 -0.94
C -2.73 -0.97 0.42
H 1.58 1.90 1.46
C -3.02 0.20 -0.56
C 1.04 0.02 0.40
H -2.49 0.18 -1.53
```

Entry 6:
Entry from the OMol25 dataset: a gas-phase ion, C8H13F9NOS (charge +1) (the ωB97M-V functional and the def2-TZVPD basis).

- E_HOMO: -14.64 eV
- E_LUMO: -3.36 eV
- Total charge: +1
- HOMO-LUMO gap: 11.278 eV
- DFT total energy: -47328.6099 eV
- SMILES: FC(F)(CC[C@@H]1COCC[NH2+]1)C(F)(F)S(F)(F)(F)(F)F

```
33
C8H13F9NOS the ωB97M-V functional and the def2-TZVPD basis
H 2.73 -0.25 -0.22
H 2.34 -3.82 -2.04
H -0.07 -0.61 -3.01
C -0.48 1.49 -0.07
C 0.80 -2.43 -2.67
H 1.26 -3.32 -0.74
S -2.72 1.36 2.77
H 1.60 -0.55 -2.98
F -0.27 -0.14 1.63
F -0.30 1.97 3.60
F -2.70 0.54 1.40
C -0.16 1.18 1.38
C 0.63 1.04 -1.01
C 2.03 -1.04 -0.44
F -2.76 2.19 4.10
H -0.68 2.54 -0.20
H 1.58 1.47 -0.75
H -0.19 -2.84 -2.51
F -4.14 0.78 3.06
C -0.97 2.01 2.42
H -1.40 0.98 -0.34
F -3.39 2.57 1.98
H 1.14 -2.67 -3.67
O 2.69 -1.95 -1.31
F -1.03 3.31 1.99
F -2.08 0.13 3.51
C 0.76 -0.49 -1.12
N 0.77 -0.94 -2.55
F 1.15 1.51 1.61
C 1.79 -2.99 -1.64
H 0.39 1.44 -2.00
H -0.11 -0.95 -0.65
H 1.78 -1.54 0.49
```

Entry 7:
Entry from the OMol25 dataset: 2 unconnected molecules or ions with the total composition C8H13INO2PS (the ωB97M-V functional and the def2-TZVPD basis).

- ⟨S²⟩: 2.0077
- ΔE to the lowest compared entry with this formula, charge and spin: 0.0000 eV
- 2S+1: 3
- E_HOMO (alpha / beta): -6.82 / -8.45 eV
- E_LUMO (alpha / beta): 0.61 / -3.42 eV
- Total charge: 0
- HOMO-LUMO gap (alpha / beta): 7.433 / 5.030 eV
- DFT total energy: -42312.2179 eV

```
27
C8H13INO2PS the ωB97M-V functional and the def2-TZVPD basis
H -1.41 1.17 -1.42
C -0.71 0.20 0.59
H 3.98 -0.31 -0.19
H -2.54 1.17 1.11
S -3.11 -0.97 -0.60
N -3.65 -2.39 -1.17
P -1.20 -1.44 -0.06
H -4.54 -2.55 -0.99
C -1.52 1.42 0.87
C 0.63 0.18 1.23
C -0.85 1.42 -0.47
H 2.86 -0.08 1.66
H 1.49 3.16 -2.28
H 0.38 1.70 -2.69
C 3.56 -1.26 0.08
H 2.67 -1.92 2.07
C 0.74 2.42 -1.95
C 0.24 2.32 -0.81
H 4.53 -1.69 0.50
H 3.28 -1.78 -0.76
O 1.24 -1.01 0.89
H -3.01 -3.21 -1.01
I -6.46 -1.37 0.65
H -1.08 2.04 1.63
H 0.69 2.84 -0.01
C 2.60 -1.13 1.30
O 1.20 1.07 1.82
```

Entry 8:
Entry from the OMol25 dataset: a molecular structure, C8H13IrNO3S (the ωB97M-V functional and the def2-TZVPD basis).

- ⟨S²⟩: 8.7771
- 2S+1: 6
- E_HOMO (alpha / beta): -5.36 / -9.54 eV
- E_LUMO (alpha / beta): 0.33 / -1.91 eV
- Total charge: 0
- HOMO-LUMO gap (alpha / beta): 5.688 / 7.627 eV
- DFT total energy: -29803.7910 eV

```
27
C8H13IrNO3S the ωB97M-V functional and the def2-TZVPD basis
C 0.90 -1.46 -1.27
H -1.94 2.59 -0.82
O 1.41 0.36 3.67
H 0.56 3.26 -0.04
C -0.90 1.26 -2.32
C 0.31 2.55 -0.82
H -0.46 -1.43 4.14
H 0.92 0.45 -3.38
Ir -0.06 0.28 -0.59
H -1.72 0.83 -2.89
H -0.97 -1.94 2.56
S 0.85 -0.34 2.57
N -1.44 -0.49 0.15
C -0.14 -2.06 -0.46
H -0.97 -2.57 -0.97
H 0.82 -1.63 -2.35
C -0.65 -1.08 3.13
O 0.54 0.74 1.48
H -1.47 -0.37 3.19
C -1.01 2.20 -1.24
C 0.50 1.06 -2.58
C 1.24 1.86 -1.65
H -2.35 -0.73 0.56
O 1.62 -1.37 1.89
H 1.92 -1.48 -0.88
H 0.15 -2.46 0.52
H 2.33 1.95 -1.61
```

Entry 9:
Entry from the OMol25 dataset: C8H13N in the gas phase (the ωB97M-V functional and the def2-TZVPD basis).

- ΔE to the lowest compared entry with this formula, charge and spin: 2.3079 eV
- E_HOMO: -7.26 eV
- E_LUMO: 0.90 eV
- Total charge: 0
- HOMO-LUMO gap: 8.159 eV
- DFT total energy: -9994.5332 eV
- SMILES: C=CN1C=CC(C)(C)C1

```
22
C8H13N the ωB97M-V functional and the def2-TZVPD basis
C 0.30 1.62 0.38
C -1.99 0.70 0.97
H -0.63 -1.34 0.44
H 2.41 1.30 0.69
H 2.57 -3.45 -0.07
C -0.90 0.71 -0.05
H 0.37 2.67 0.69
C -0.15 -0.68 -0.17
H 3.06 -1.10 0.78
H -2.17 0.48 -1.68
N 1.28 -0.40 0.35
H 1.03 -2.78 -0.76
C 2.02 -2.56 -0.28
H -2.89 0.20 0.63
H -2.39 1.59 1.29
C 1.39 0.88 0.60
H -1.78 2.14 -1.21
H -0.08 -1.03 -1.18
C 2.18 -1.39 0.31
H -0.64 1.02 -2.12
H -1.63 0.27 1.80
C -1.37 1.15 -1.42
```

Entry 10:
Entry from the OMol25 dataset: a gas-phase ion, C8H13N2O2 (charge +1) (the ωB97M-V functional and the def2-TZVPD basis).

- ΔE to the lowest compared entry with this formula, charge and spin: 5.7975 eV
- E_HOMO: -11.68 eV
- E_LUMO: -2.45 eV
- Total charge: +1
- HOMO-LUMO gap: 9.230 eV
- DFT total energy: -15570.4386 eV
- SMILES: C=C[N+](C)(C)n1c(O)ccc1O

```
25
C8H13N2O2 the ωB97M-V functional and the def2-TZVPD basis
C -1.57 0.16 -0.80
H -1.05 -0.10 2.46
O 1.80 1.74 -0.92
H 3.51 -0.65 -1.30
H -0.25 2.44 -0.33
C -0.67 1.98 0.64
H -1.68 2.36 0.94
C 1.94 -1.76 0.01
C 2.54 -0.62 -0.71
H -2.01 -1.04 1.22
H -2.53 0.64 1.71
H -0.10 2.03 1.49
N 0.51 -0.03 0.37
H 0.04 -3.01 0.62
C -1.63 -0.04 1.62
C 0.73 -1.40 0.47
H -1.68 -0.24 -2.86
H 2.62 1.83 -1.35
O -0.12 -2.20 1.11
C -1.11 -0.22 -1.93
H 2.40 -2.66 0.26
N -0.79 0.48 0.46
C 1.78 0.45 -0.66
H -0.03 -0.32 -2.06
H -2.65 0.16 -0.45
```

Entry 11:
Entry from the OMol25 dataset: a gas-phase ion, C8H13N2O2S (charge +1) (the ωB97M-V functional and the def2-TZVPD basis).

- ΔE to the lowest compared entry with this formula, charge and spin: 5.5486 eV
- E_HOMO (alpha / beta): -12.36 / -12.36 eV
- E_LUMO (alpha / beta): -4.63 / -4.62 eV
- Total charge: +1
- HOMO-LUMO gap (alpha / beta): 7.734 / 7.732 eV
- DFT total energy: -26404.5294 eV
- SMILES: CCSC1=C([NH3+])CCC([N+](=O)[O-])=C1

```
26
C8H13N2O2S the ωB97M-V functional and the def2-TZVPD basis
C 0.17 3.49 2.26
H -0.74 -2.75 0.42
H -1.44 1.00 -1.44
C 0.77 -1.22 0.31
H 1.81 -0.20 1.76
H 1.55 -1.97 2.01
H -0.66 -3.05 -2.13
C 0.42 0.23 -0.18
N 1.79 -1.23 1.38
H 2.68 -1.52 1.00
C -0.90 -0.98 -1.83
H -0.95 2.31 0.87
N -2.02 -1.10 -2.74
C -0.08 -2.24 -1.72
H -0.23 3.72 0.31
C 0.15 -2.42 -0.24
H 0.90 -2.36 -2.36
O -2.59 -0.12 -3.15
O -2.46 -2.22 -2.88
H -0.65 4.16 2.52
H 0.79 -3.20 0.05
H 0.26 2.76 3.08
H 1.03 4.23 2.35
C -0.67 0.17 -1.20
S 1.18 1.61 0.54
C -0.12 2.90 0.99
```

Entry 12:
Entry from the OMol25 dataset: a gas-phase ion, C8H13N2Se (charge +1) (the ωB97M-V functional and the def2-TZVPD basis).

- ΔE to the lowest compared entry with this formula, charge and spin: 0.0000 eV
- E_HOMO: -12.27 eV
- E_LUMO: -3.40 eV
- Total charge: +1
- HOMO-LUMO gap: 8.865 eV
- DFT total energy: -76825.5600 eV
- SMILES: C[Se]c1cc(=[N+](C)C)cc[nH]1

```
24
C8H13N2Se the ωB97M-V functional and the def2-TZVPD basis
N 1.80 0.12 -0.02
H -4.22 2.59 -0.26
C -0.53 -2.70 0.29
H 1.51 1.92 -0.80
C 0.61 -0.56 0.07
C -3.29 2.17 0.08
H 1.60 -2.54 0.23
H 1.13 1.98 0.89
H -0.78 1.09 -0.06
H -2.66 2.58 -0.71
C -0.59 0.03 -0.04
C 3.13 -0.40 -0.36
C 0.62 -2.00 0.19
C 1.78 1.55 0.14
H 3.09 -1.08 -1.27
H -0.74 -3.72 0.40
C -1.74 -0.73 0.04
H -2.57 -2.68 0.11
N -1.76 -2.04 0.18
H -2.93 2.60 0.94
H 2.82 1.88 0.28
Se -3.53 0.25 0.04
H 3.55 0.58 -0.67
H 3.71 -0.88 0.33
```